1.
{
  "formula": "C6H13N",
  "method": "ωB97M-V with the def2-TZVPD basis set",
  "symbols": ["C", "C", "C", "N", "C", "C", "C", "H", "H", "H", "H", "H", "H", "H", "H", "H", "H", "H", "H", "H"],
  "coordinates": [[-1.0048, -1.8468, -2.0629], [-1.0782, -0.9359, -0.8405], [-0.2990, 0.3688, -0.9924], [-0.1842, 1.0197, 0.3042], [0.9232, 1.9416, 0.4835], [0.9444, 0.5961, 1.1114], [0.7094, 0.3622, 2.5813], [0.0362, -2.0785, -2.3189], [-1.4719, -1.3921, -2.9436], [-1.5153, -2.7964, -1.8694], [-2.1212, -0.6972, -0.6010], [-0.6772, -1.4696, 0.0312], [-0.8152, 1.0518, -1.6795], [0.6971, 0.1617, -1.4315], [0.7102, 2.8231, 1.0859], [1.5908, 2.1156, -0.3619], [1.6188, -0.1212, 0.6340], [1.6518, 0.3932, 3.1394], [0.0362, 1.1231, 2.9872], [0.2490, -0.6193, 2.7437]],
  "atomic_forces_ev_per_a": [[0.01, -0.03, -0.05], [0.00, -0.01, 0.06], [-0.01, -0.06, -0.13], [-0.07, -0.05, -0.06], [0.13, 0.22, -0.03], [0.09, -0.16, 0.11], [0.00, 0.02, 0.03], [-0.15, 0.04, 0.03], [0.07, -0.02, 0.12], [0.06, 0.15, -0.05], [0.14, -0.04, -0.01], [-0.03, 0.07, -0.11], [0.06, -0.11, 0.08], [-0.12, 0.02, 0.10], [0.03, -0.16, -0.08], [-0.13, -0.06, 0.10], [-0.12, 0.11, 0.05], [-0.12, 0.01, -0.07], [0.09, -0.09, -0.07], [0.06, 0.14, -0.02]],
  "nbo_charge": [-0.606, -0.402, -0.212, -0.404, -0.259, -0.084, -0.612, 0.200, 0.203, 0.212, 0.206, 0.196, 0.195, 0.156, 0.200, 0.189, 0.185, 0.210, 0.217, 0.211],
  "relative_energy_kcal_mol": 20.16,
  "e_lumo_ev": 1.236,
  "e_homo_ev": -9.092,
  "smiles": "CCCN1C[C@H]1C",
  "orbital_gap_ha": 0.3796
}

=====

2.
{
  "formula": "C3H3O4Tl",
  "method": "ωB97M-V with the def2-TZVPD basis set",
  "symbols": ["C", "C", "H", "Tl", "O", "O", "C", "O", "O", "H", "H"],
  "coordinates": [[-0.0959, 2.2778, -1.4235], [-0.9686, 1.2931, -1.5984], [-1.5791, 0.4148, -1.3969], [1.5861, 3.4156, -0.8913], [-1.1516, 2.3375, -2.4279], [0.6982, -0.4037, 0.3486], [0.5624, -1.3562, 1.0740], [-0.5949, -1.9218, 1.4010], [1.5819, -1.9329, 1.6912], [-1.3269, -1.4600, 0.9713], [1.2884, -2.6641, 2.2520]],
  "atomic_forces_ev_per_a": [[-2.26, -1.64, -1.16], [-0.39, 0.86, 0.01], [0.12, -0.02, -0.34], [2.10, 1.81, 0.49], [0.41, -0.20, 0.40], [0.11, 3.16, -2.59], [1.20, -7.33, 6.37], [0.98, 1.73, -1.37], [-0.92, 2.60, -2.39], [-1.09, -0.26, 0.08], [-0.27, -0.71, 0.49]],
  "mulliken_spin": [0.672, 0.086, 0.003, 0.761, 0.478, -0.873, 0.055, -0.147, -0.035, 0.003, -0.003],
  "relative_energy_kcal_mol": 0.00,
  "charge": 3,
  "e_lumo_ev": [-18.220, -17.348],
  "e_homo_ev": [-24.362, -25.719],
  "orbital_gap_ha": [0.2257, 0.3076],
  "multiplicity": 2
}

=====

3.
{
  "formula": "C3H10N3",
  "method": "ωB97M-V with the def2-TZVPD basis set",
  "symbols": ["C", "C", "C", "N", "N", "N", "H", "H", "H", "H", "H", "H", "H", "H", "H", "H"],
  "coordinates": [[-0.4741, 0.6962, -1.1211], [-0.8199, 1.0507, 0.0965], [-0.3065, -0.4985, 1.8706], [1.4922, -0.7407, -1.2284], [2.2618, -0.4954, -2.1313], [-1.4634, 0.0949, 1.0334], [-0.7433, -0.2036, -1.7464], [-0.0100, 1.4048, -1.7670], [-0.5193, 2.0802, 0.3287], [-0.4503, -1.3782, 2.4329], [0.5516, -0.8458, 1.1720], [-0.1030, 0.3570, 2.6127], [3.0227, -1.1612, -2.3195], [2.0958, 0.2714, -2.8075], [-2.1632, 0.7063, 1.5602], [-1.8817, -0.6290, 0.3592]],
  "atomic_forces_ev_per_a": [[-1.09, -1.63, -1.78], [0.40, 0.83, -0.97], [1.42, 1.83, -0.13], [0.27, 0.07, 0.35], [-0.43, -0.78, 0.08], [0.40, 0.13, -1.13], [-0.01, 0.78, 1.44], [0.33, 0.71, -0.05], [-0.50, -0.73, 1.20], [-1.48, -0.95, 0.67], [-1.42, 1.49, 0.88], [0.42, -1.45, -1.35], [0.40, 0.40, -0.40], [0.39, 0.00, -0.03], [0.78, -1.89, -0.49], [0.13, 1.19, 1.71]],
  "nbo_charge": [-0.300, -0.184, -0.435, -0.232, -0.370, -0.542, 0.226, 0.222, 0.251, 0.241, 0.274, 0.235, 0.358, 0.336, 0.463, 0.458],
  "relative_energy_kcal_mol": 135.71,
  "charge": 1,
  "e_lumo_ev": -3.111,
  "e_homo_ev": -11.862,
  "orbital_gap_ha": 0.3216
}

=====

Q: Which formula does entry 1 have?
A: C6H13N